[1]
{"formula": "C8H16N3", "method": "ωB97M-V/def2-TZVPD", "species": ["H", "H", "N", "N", "H", "H", "C", "H", "H", "H", "H", "H", "N", "C", "C", "H", "C", "C", "H", "H", "H", "H", "C", "H", "C", "C", "H"], "coordinates": [[1.98, -2.16, 1.67], [-0.74, -1.15, 0.51], [3.11, -0.17, -0.20], [-0.64, 0.42, 1.78], [0.89, 2.26, -0.29], [-3.65, 0.88, -0.51], [-1.46, 0.61, -0.57], [-0.71, -0.70, -2.13], [-3.16, -0.72, -0.44], [1.24, -2.94, 0.16], [-0.79, 1.41, 1.97], [-2.00, 0.43, -2.58], [0.97, 0.06, 0.07], [-2.86, 0.26, -0.15], [-0.43, -0.19, 0.30], [-1.36, 1.67, -0.48], [-1.09, 0.25, -1.98], [2.05, -0.87, 0.05], [3.66, 1.76, -0.73], [2.96, -2.69, 0.26], [-1.32, -0.07, 2.34], [0.22, 0.10, 2.35], [1.47, 1.34, -0.24], [-2.91, 0.39, 0.97], [2.79, 1.16, -0.44], [2.02, -2.24, 0.62], [-0.26, 0.93, -2.30]], "nbo_charge": [0.23, 0.23, -0.43, -0.74, 0.23, 0.25, -0.25, 0.22, 0.23, 0.24, 0.44, 0.24, -0.43, -0.61, 0.21, 0.22, -0.61, 0.38, 0.25, 0.28, 0.43, 0.45, -0.14, 0.18, -0.06, -0.68, 0.23], "smiles": "Cc1nccn1[C@@H]([NH3+])C(C)C", "orbital_gap_ev": 9.0, "de_lowest_kj_mol": 123.6, "lumo_ev": -3.593, "multiplicity": 1, "charge": 1, "total_energy_ha": -478.40807}



[2]
{"formula": "C8H16N3", "method": "ωB97M-V/def2-TZVPD", "species": ["H", "H", "C", "C", "H", "C", "H", "H", "H", "N", "C", "C", "H", "H", "H", "H", "C", "N", "H", "C", "H", "N", "H", "H", "C", "H", "H"], "coordinates": [[-0.46, 0.46, 3.93], [-1.24, 2.64, -2.18], [0.63, 0.40, 1.16], [-0.74, 2.19, -1.45], [-1.21, -0.40, 2.68], [0.39, -0.48, 0.02], [-1.54, -0.45, -3.19], [-0.85, -2.49, -2.26], [-2.36, -0.57, -1.60], [1.61, 0.21, 0.10], [-0.64, 0.78, -1.59], [1.00, -0.06, 2.60], [2.44, -0.34, 0.18], [1.39, 1.55, -1.38], [0.90, -2.52, -0.72], [-0.65, -2.26, 0.13], [-0.28, -0.35, 3.32], [0.54, 1.54, -1.98], [1.49, -1.02, 2.46], [-1.33, -0.42, -2.16], [0.90, 1.61, -2.96], [-0.44, -1.60, -2.08], [-0.36, -1.16, 3.89], [-0.80, 2.65, -0.53], [0.05, -1.79, -0.66], [0.00, 1.23, 1.29], [1.55, 0.67, 2.98]], "nbo_charge": [0.22, 0.21, -0.06, -0.19, 0.20, 0.29, 0.23, 0.39, 0.21, -0.66, 0.07, -0.40, 0.41, 0.45, 0.24, 0.21, -0.60, -0.56, 0.20, -0.27, 0.44, -0.59, 0.22, 0.23, -0.32, 0.20, 0.22], "orbital_gap_ev": 9.3, "de_lowest_kj_mol": 611.6, "lumo_ev": -3.076, "multiplicity": 1, "charge": 1, "total_energy_ha": -478.22220}



[3]
{"formula": "C8H16NO", "method": "ωB97M-V/def2-TZVPD", "species": ["C", "H", "H", "H", "H", "C", "H", "C", "H", "H", "O", "N", "C", "C", "H", "C", "H", "H", "H", "H", "H", "C", "H", "H", "H", "C"], "coordinates": [[-0.27, -1.11, -2.78], [-1.20, -2.90, -3.63], [-1.00, -2.97, -1.89], [0.90, -2.07, -1.23], [-1.84, 0.39, 3.25], [0.18, 2.16, 1.35], [1.59, 0.81, 2.23], [-1.24, -2.31, -2.72], [-0.46, 2.23, 0.47], [-0.20, 2.48, 3.51], [0.43, -0.14, -0.69], [-1.06, 0.72, 2.70], [0.83, 0.76, 1.43], [-0.26, -0.03, 2.05], [2.17, 0.91, -0.23], [0.80, -1.09, -1.70], [-2.27, -1.99, -2.59], [0.92, 2.95, 1.33], [2.06, -0.72, 0.47], [1.78, -0.81, -2.11], [-0.83, -0.17, -2.71], [1.48, 0.17, 0.20], [-0.41, -1.10, 1.98], [-1.62, 2.74, 2.48], [0.23, -1.10, -3.75], [-0.71, 2.17, 2.60]], "nbo_charge": [-0.44, 0.22, 0.20, 0.17, 0.45, -0.40, 0.26, -0.61, 0.24, 0.23, -0.56, -0.41, -0.31, 0.33, 0.20, -0.05, 0.22, 0.25, 0.19, 0.18, 0.22, -0.05, 0.25, 0.24, 0.22, -0.23], "smiles": "CCCOC[C@@H]1C=[NH+]CC1", "orbital_gap_ev": 9.1, "de_lowest_kj_mol": 83.3, "lumo_ev": -4.274, "multiplicity": 1, "charge": 1, "total_energy_ha": -444.15323}